Entry 1:
This record from the Open Molecules 2025 dataset describes an isolated ion of composition C8H15N2 and charge +1 in a non-equilibrium geometry. The level of theory is wB97M-V/def2-TZVPD.

Values from the calculation:
Structure (SMILES) ... CC1=CN(C)C=[NH+]C1(C)C
Total charge ... +1
LUMO level ... -3.3 eV
Energy ... -423.06159 a.u.
HOMO energy ... -12.7 eV
Energy relative to the best compared isomer or geometry (same formula, charge and spin) ... 20.54 kcal/mol

Last column: natural (NBO) charge in e.
Cartesian coordinates (Å):
C1 0.9980 -1.7864 1.1110  -0.656
C2 0.5044 -0.4851 0.5629  0.025
C3 1.0949 0.6707 0.8062  -0.058
N1 0.6706 1.9268 0.2703  -0.343
C4 1.3771 3.1797 0.4875  -0.414
C5 -0.2495 1.9044 -0.7074  0.386
N2 -0.7960 0.8055 -1.0452  -0.508
C6 -0.6896 -0.5562 -0.4141  0.122
C7 -0.5538 -1.6668 -1.5903  -0.633
C8 -2.0308 -0.9595 0.3696  -0.631
H1 1.2292 -1.5661 2.1703  0.246
H2 1.9455 -2.1973 0.6148  0.251
H3 0.2878 -2.5522 1.1175  0.234
H4 2.1294 0.6952 1.2064  0.237
H5 2.4649 3.0430 0.4150  0.228
H6 1.1258 3.9641 -0.1839  0.231
H7 1.2234 3.4059 1.5801  0.229
H8 -0.5202 2.8426 -1.0437  0.226
H9 -1.3784 0.7966 -1.9184  0.438
H10 -1.5008 -1.7370 -2.0673  0.224
H11 -0.4063 -2.6507 -1.3666  0.242
H12 0.2317 -1.4917 -2.4278  0.233
H13 -2.9127 -0.4550 -0.0006  0.230
H14 -2.0983 -0.7778 1.4181  0.235
H15 -2.2076 -1.9754 0.2142  0.227

***

Entry 2:
This record from the Open Molecules 2025 dataset describes C4H2N2O in the gas phase in a non-equilibrium geometry. The level of theory is wB97M-V/def2-TZVPD.

Values from the calculation:
LUMO level ... -1.8 eV
Energy ... -338.23681 a.u.
HOMO energy ... -11.2 eV
Energy relative to the best compared isomer or geometry (same formula, charge and spin) ... 65.65 kcal/mol

Last column: natural (NBO) charge in e.
Cartesian coordinates (Å):
N1 0.8487 -0.8360 -0.8157  -0.801
C1 0.8856 -0.1472 0.3476  0.682
O1 1.8368 -0.0966 1.0955  -0.565
C2 -0.3902 0.6087 0.6861  -0.606
C3 -0.5541 1.4364 1.7031  0.463
C4 -1.6516 0.5971 -0.0033  0.243
N2 -2.6955 0.6336 -0.5082  -0.246
H1 0.0440 -0.8465 -1.4211  0.411
H2 1.6763 -1.3495 -1.0839  0.420

***

Entry 3:
This record from the Open Molecules 2025 dataset describes C24H49GeN4O4Sc as an isolated structure in a non-equilibrium geometry. The level of theory is wB97M-V/def2-TZVPD.

Values from the calculation:
LUMO level (alpha / beta) ... 0.1 / 0.1 eV
Energy ... -4301.39153 a.u.
HOMO energy (alpha / beta) ... -3.4 / -4.3 eV

Last column: Löwdin charge in e.
Cartesian coordinates (Å):
Sc1 -0.3374 -0.5867 -1.1679  0.563
C1 3.4206 2.0391 -1.5645  -0.044
C2 2.3574 1.0319 -2.0291  -0.290
C3 2.9601 -0.3979 -2.1204  -0.079
C4 2.8433 -1.4134 -0.9619  -0.505
C5 3.7174 -2.6140 -1.3413  -0.035
C6 3.3541 -0.8662 0.3714  -0.009
N1 1.4144 -1.8046 -0.8197  -0.068
C7 0.9731 -3.1949 -0.9553  -0.163
C8 -0.4556 -3.3523 -0.4324  -0.164
N2 -1.4733 -2.4543 -0.9986  -0.185
C9 -1.6487 -2.6651 -2.4572  -0.093
C10 -1.1927 -1.4966 -3.3218  -0.607
O1 0.1504 -1.1572 -3.2141  -0.029
O2 -1.8935 -1.0121 -4.2228  -0.016
C11 -2.7614 -2.6417 -0.2662  -0.299
C12 -3.9200 -1.8536 -0.9013  -0.026
C13 -2.6556 -2.3600 1.2453  -0.103
C14 -2.2089 -0.9719 1.7679  -0.508
C15 -1.8810 -1.1922 3.2518  -0.036
C16 -3.3026 0.0981 1.6562  -0.002
N3 -1.0125 -0.5281 0.9972  -0.032
C17 -0.1712 0.5069 1.6459  -0.201
C18 1.0463 1.9700 -0.1256  -0.217
N4 1.0186 1.1202 -1.3437  -0.158
C19 0.0315 1.7105 -2.2909  -0.073
C20 -1.4381 1.6404 -1.7956  -0.615
O3 -2.0324 2.6959 -1.5930  0.051
O4 -1.9193 0.4607 -1.6512  -0.096
H1 4.2308 2.0274 -2.2935  0.087
H2 3.8502 1.8050 -0.5902  0.073
H3 3.0189 3.0517 -1.5360  0.083
H4 2.1717 1.3002 -3.0701  0.140
H5 4.0243 -0.2686 -2.3345  0.123
H6 2.5304 -0.8879 -2.9979  0.118
H7 4.7479 -2.2828 -1.4600  0.093
H8 3.4011 -3.0606 -2.2850  0.095
H9 3.7031 -3.3799 -0.5654  0.085
H10 4.4123 -0.6126 0.3043  0.098
H11 3.2288 -1.6162 1.1564  0.098
H12 2.8074 0.0274 0.6630  0.054
H13 1.0140 -1.4071 0.0358  0.092
H14 0.5334 -1.5931 -2.4307  0.018
H15 1.5714 -3.9028 -0.3683  0.125
H16 1.0511 -3.5139 -1.9964  0.127
H17 -0.4030 -3.1558 0.6373  0.109
H18 -0.7475 -4.4044 -0.5704  0.139
H19 -2.6919 -2.8148 -2.7052  0.116
H20 -1.1097 -3.5824 -2.7809  0.127
H21 -3.0160 -3.7126 -0.3409  0.146
H22 -3.5677 -0.9304 -1.3549  0.076
H23 -4.6633 -1.6135 -0.1429  0.080
H24 -4.4325 -2.4339 -1.6668  0.083
H25 -1.9968 -3.0998 1.7055  0.104
H26 -3.6476 -2.5648 1.6547  0.127
H27 -2.6428 -1.8348 3.6937  0.092
H28 -1.8744 -0.2622 3.8201  0.074
H29 -0.9124 -1.6829 3.3724  0.095
H30 -4.2202 -0.2105 2.1593  0.098
H31 -3.5288 0.3292 0.6157  0.084
H32 -2.9507 1.0196 2.1284  0.078
H33 -1.4482 -0.0750 0.1775  0.058
H34 0.8403 0.1095 1.7959  0.113
H35 -0.5589 0.7302 2.6411  0.071
H36 1.9657 1.7792 0.4246  0.087
H37 1.0681 3.0292 -0.4252  0.113
H38 0.0515 1.1616 -3.2331  0.128
H39 0.2549 2.7651 -2.4772  0.143
C21 -0.5082 5.0463 1.2667  -0.200
Ge1 0.0837 3.3845 2.1339  0.879
C22 1.9700 3.5712 2.7177  -0.208
C23 -0.9826 3.0972 3.7766  -0.211
C24 -0.1051 1.8305 0.8760  -0.317
H40 -0.3198 5.8963 1.9232  0.019
H41 -1.5750 4.9915 1.0514  0.026
H42 0.0126 5.2168 0.3245  0.017
H43 2.0205 4.3118 3.5168  0.018
H44 2.6068 3.9071 1.8983  0.014
H45 2.3674 2.6319 3.1062  0.016
H46 -0.9970 4.0241 4.3515  0.020
H47 -0.5455 2.3212 4.4064  0.016
H48 -2.0154 2.8310 3.5477  0.012
H49 -1.0603 1.9954 0.3817  0.087